1.
Computed, not measured: C17H23N7O2S in the gas phase at a distorted geometry, with the ωB97M-V functional and the def2-TZVPD basis.

Relative energy (zero: lowest compared OMol25 entry of this formula, charge and spin) (kcal/mol): 0.0
SMILES: [H]/N=C(\N)CN[C@@H]1N[C@H](N2CCOCC2)NC(=O)[C@H]1c1nc2ccccc2s1
Gap between HOMO and LUMO (eV): 9.3

Last column: Löwdin charge in e.
Geometry (Å):
S  -0.77312  -3.12685  0.62644  1.09
O  3.20718  3.77250  -3.74287  -0.14
O  2.68138  -1.90247  -0.27416  0.06
N  -0.80421  1.22498  0.65788  -0.01
N  3.14135  0.23258  0.03613  0.15
N  3.17235  2.22988  -1.30995  -0.09
N  0.15574  -1.48300  2.39909  0.12
N  -3.53729  2.91086  2.54977  0.08
N  1.26843  1.69684  -0.04542  0.06
N  -3.51057  2.06118  0.54870  0.09
C  0.14081  -1.68610  1.12570  -0.51
C  -1.04172  -3.52110  2.30678  -0.47
C  3.05545  3.71686  -1.24698  -0.15
C  0.55922  0.77209  0.78389  -0.38
C  3.35058  2.35448  -3.79640  -0.19
C  2.23089  -0.80912  0.02099  -0.40
C  -1.40593  1.83412  1.87244  -0.11
C  0.72184  -0.64292  0.20876  -0.15
C  -0.43990  -2.51533  3.07062  -0.32
C  -2.84160  2.28881  1.69764  -0.51
C  2.69394  1.64578  -2.60171  -0.13
C  -1.73095  -4.56303  2.90078  -0.09
C  -0.59122  -2.55020  4.47466  -0.01
C  -1.80751  -4.61795  4.30446  -0.08
C  2.72392  1.59086  -0.06790  -0.36
C  3.69904  4.36983  -2.49896  -0.15
C  -1.21415  -3.62038  5.09968  -0.08
H  2.01478  4.06564  -1.17555  0.11
H  0.98792  2.64460  0.19328  0.12
H  4.78538  4.26934  -2.41729  0.12
H  2.85288  0.60030  -2.66860  0.11
H  3.53795  5.44523  -2.53743  0.12
H  -2.22553  -5.34419  2.31649  0.11
H  -2.97968  1.63527  -0.21280  0.08
H  3.15308  2.13890  0.80708  0.16
H  -1.32929  -3.60208  6.15845  0.09
H  -4.45799  2.46236  0.40504  0.12
H  -4.50470  3.10448  2.29325  0.04
H  2.92483  2.01463  -4.74571  0.13
H  -1.37203  0.38567  0.44038  0.11
H  1.65183  1.85325  -2.70782  0.11
H  -0.25386  -1.68139  5.05216  0.12
H  -0.81856  2.68760  2.17944  0.12
H  3.57019  4.13814  -0.38988  0.11
H  4.41944  2.05863  -3.78007  0.12
H  -1.38510  1.15967  2.69746  0.10
H  0.22350  -0.65668  -0.76911  0.16
H  4.00932  0.01946  -0.43261  0.15
H  -2.35086  -5.40908  4.82956  0.11
H  0.90139  0.80591  1.82309  0.15

---

2.
Computed, not measured: a molecular structure, C3H4AuO3 at a distorted geometry, with the ωB97M-V functional and the def2-TZVPD basis.

Relative energy (zero: lowest compared OMol25 entry of this formula, charge and spin) (kcal/mol): 68.6
Multiplicity: 4
Gap between HOMO and LUMO (spin up / spin down) (eV): 5.6 / 7.5

Last column: Löwdin charge in e.
Geometry (Å):
Au  -1.19330  0.65999  -1.45540  1.15
O  -2.02543  -0.95189  -0.60318  -0.15
O  -0.35311  -1.07023  -2.02169  -0.15
O  -0.13909  1.28863  -0.26590  -0.33
C  1.40610  1.23545  1.54534  0.02
C  -1.11454  -1.61503  -1.17406  -0.54
C  0.58673  0.67689  0.62904  -0.39
H  -1.13332  -2.72079  -1.10419  0.15
H  2.43934  1.49512  1.29696  0.06
H  0.49282  -0.45442  0.60721  0.12
H  1.03380  1.45629  2.54589  0.06

---

3.
Computed, not measured: a molecular structure, C32H31IrN6S2SbSe4Te at a distorted geometry, with the ωB97M-V functional and the def2-TZVPD basis.

Relative energy (zero: lowest compared OMol25 entry of this formula, charge and spin) (kcal/mol): 52.4
Multiplicity: 2
Gap between HOMO and LUMO (spin up / spin down) (eV): 4.0 / 3.2

Last column: Löwdin charge in e.
Geometry (Å):
Ir  -0.34248  -0.05252  -0.47896  0.49
Te  -1.76178  2.32818  0.40474  1.10
Sb  -1.03768  2.81768  -3.11026  0.16
Se  1.26142  3.41288  -3.88406  -0.03
Se  -2.57558  2.98228  -5.03156  -0.11
Se  -0.70458  0.23808  -2.79446  0.15
Se  -3.67868  2.80358  -0.91426  0.03
S  -2.59008  -0.65292  0.03524  0.52
S  0.27292  -6.28762  -3.16326  1.01
N  4.71842  -6.90702  -3.97986  0.06
N  1.70112  0.28148  -0.22596  -0.09
N  0.31842  -2.39872  -0.81346  -0.03
N  -0.14608  -0.22412  1.50764  -0.21
N  -1.20928  -0.28072  2.31844  -0.02
N  -3.48248  -0.30352  2.54644  0.00
C  4.39732  0.45838  0.44224  -0.05
C  3.95902  -6.29422  -4.86886  -0.14
C  1.84302  4.60348  -0.57066  -0.11
C  -0.61078  -4.54752  -1.27206  -0.07
C  2.11182  0.03248  1.07914  -0.21
C  4.15622  -7.34052  -2.86606  -0.14
C  -1.18148  3.94278  2.87884  -0.15
C  -2.66208  5.27178  4.21234  -0.09
C  0.02052  6.11818  -0.95376  -0.07
C  -3.53148  3.97718  2.38494  -0.15
C  2.02362  -6.51712  -3.51256  -0.53
C  -0.57178  -3.35832  -0.57406  -0.15
C  2.61342  0.62018  -1.14166  -0.16
C  2.59772  -6.07242  -4.69236  -0.08
C  -2.25028  3.55038  2.09794  -0.46
C  -2.37608  -0.39342  1.76834  -0.79
C  1.29492  -3.78452  -2.49546  -0.05
C  -1.38498  4.81238  3.93394  -0.09
C  0.34682  -4.77582  -2.25896  -0.51
C  3.95412  0.71958  -0.86816  -0.03
C  -4.80928  -0.56062  2.04234  -0.28
C  2.80872  -7.17112  -2.57576  -0.07
C  1.23652  -2.62472  -1.74986  -0.15
C  1.34632  -0.57982  3.45074  -0.02
C  -5.17138  -2.04052  1.95124  -0.09
C  1.37932  5.84288  -0.97426  -0.09
C  0.94502  3.63078  -0.16426  -0.18
C  1.10082  -0.25962  2.00774  -0.26
C  -0.87908  5.14498  -0.55646  -0.16
C  -0.41478  3.89638  -0.17136  -0.55
C  3.48732  0.12418  1.40224  0.00
C  -3.73258  4.84718  3.44354  -0.09
H  -0.18458  3.58688  2.65094  0.09
H  -5.51508  -0.04482  2.69724  0.12
H  -1.28728  -3.15702  0.21174  0.08
H  -4.72948  5.20428  3.65264  0.10
H  2.00832  -5.57592  -5.44736  0.11
H  2.37822  -7.54082  -1.65756  0.11
H  -4.36858  3.66328  1.77434  0.06
H  1.89022  -1.52182  3.53894  0.09
H  4.81602  -7.84142  -2.16916  0.11
H  -0.54038  5.13618  4.52294  0.10
H  -2.82338  5.95768  5.03034  0.10
H  2.89742  4.38168  -0.59436  0.11
H  -4.86458  -0.11482  1.04464  0.08
H  -6.19238  -2.12852  1.59474  0.07
H  3.79572  -0.06782  2.41754  0.11
H  4.46412  -5.95772  -5.76476  0.11
H  -0.34658  7.08468  -1.25916  0.11
H  5.44762  0.52348  0.67614  0.11
H  -1.94588  5.34208  -0.55566  0.09
H  2.08022  6.57928  -1.33266  0.11
H  -3.31848  -0.43822  3.53394  0.15
H  -5.10318  -2.53002  2.92014  0.07
H  1.93062  0.20258  3.93514  0.09
H  -1.35718  -5.29472  -1.05276  0.11
H  0.38982  -0.67692  3.96084  0.07
H  1.95272  -1.83302  -1.92366  0.09
H  1.30172  2.65268  0.13734  0.07
H  2.05822  -3.90082  -3.24836  0.10
H  -4.51428  -2.54722  1.24974  0.05
H  2.24742  0.84408  -2.13916  0.07
H  4.64262  0.98298  -1.65046  0.11

---

4.
Computed, not measured: a molecular structure, C50H56N5O4Sc at a distorted geometry, with the ωB97M-V functional and the def2-TZVPD basis.

Relative energy (zero: lowest compared OMol25 entry of this formula, charge and spin) (kcal/mol): 30.8
Gap between HOMO and LUMO (eV): 8.2

Last column: Löwdin charge in e.
Geometry (Å):
Sc  -0.69269  -0.59147  -0.31748  1.26
O  -1.41579  -4.93825  -0.33113  0.05
O  -4.56193  1.02922  -1.95634  0.06
O  1.18600  -0.46654  -1.17670  -0.12
O  0.97349  -0.71442  0.97275  -0.06
N  -2.61038  0.88900  -0.70070  0.01
N  0.11415  2.31466  -0.56927  -0.06
N  -2.62872  -1.72313  -0.99944  0.09
N  -0.99967  0.93426  1.68039  0.08
N  -0.39706  -2.85820  -0.36753  0.02
C  -0.31945  2.79172  3.10817  -0.03
C  3.21795  -0.36263  0.10599  -0.05
C  0.66000  -2.65020  -3.27682  -0.06
C  -3.94828  2.51585  0.51411  -0.14
C  0.50744  5.17596  -1.51775  -0.06
C  4.04212  -0.66589  -1.00314  -0.16
C  0.47007  4.29407  0.88923  -0.13
C  -2.10714  3.31095  -0.86553  -0.10
C  1.24741  -3.67889  1.24788  -0.13
C  2.54435  -4.07812  1.54004  -0.03
C  -0.39812  2.24106  1.83571  -0.21
C  7.50145  0.13703  0.36148  -0.04
C  5.41377  -0.51095  -0.88388  -0.01
C  1.77969  -3.74904  -1.13997  -0.13
C  -1.41424  -3.72041  -0.47876  -0.50
C  -4.73946  1.40372  1.19337  -0.37
C  -3.64822  0.40833  -1.42439  -0.51
C  -6.20719  1.39824  0.74589  -0.05
C  -2.68135  -3.05041  -0.89392  -0.17
C  0.74042  -2.91033  3.63539  -0.07
C  -3.80980  -3.78139  -1.19121  0.02
C  0.05358  2.96073  0.72669  -0.13
C  -3.70377  -1.08314  -1.44592  -0.18
C  -0.25003  -5.02377  2.73221  -0.05
C  -0.81058  2.95587  -1.57836  -0.19
C  1.52654  2.30629  -1.01368  -0.04
C  0.91856  -5.14524  -3.04621  -0.05
C  0.79458  5.22459  -0.21571  -0.05
C  6.00556  -0.02219  0.27137  -0.25
C  -2.87289  2.25296  -0.35495  -0.19
C  0.22460  -3.60551  2.37667  -0.37
C  1.49359  -3.77466  -2.64989  -0.36
C  -4.64469  1.51510  2.72076  -0.06
C  5.17966  0.32667  1.32903  -0.01
C  3.04093  0.66031  2.49853  -0.01
C  0.88032  -3.45141  -0.09814  -0.16
C  1.74652  -0.53592  -0.02096  -0.52
C  0.17268  4.07264  3.28564  -0.07
C  -0.11341  4.08287  -2.34973  -0.32
C  -4.92604  -3.11038  -1.66384  -0.02
C  -3.60788  4.88223  0.19249  -0.05
C  3.79811  0.17356  1.28163  -0.17
C  3.46367  -4.30008  0.52811  -0.07
C  -2.50680  4.61655  -0.60367  -0.03
C  -4.86656  -1.73442  -1.80828  0.02
C  -4.29826  3.83528  0.77377  -0.02
C  3.51726  -1.13321  -2.34178  -0.02
C  0.53972  4.81931  2.18010  -0.03
C  -1.00579  4.62275  -3.47865  -0.04
C  3.06699  -4.16133  -0.78853  -0.05
H  7.78425  0.71277  1.24233  0.07
H  -1.02372  -4.98919  3.50746  0.08
H  1.61642  1.77084  -1.95576  0.10
H  -6.72567  0.51783  1.13744  0.08
H  -1.92766  5.06492  -3.10628  0.07
H  -1.27877  3.80990  -4.15586  0.09
H  1.55239  -3.47219  4.10543  0.07
H  0.82447  6.03604  -2.10749  0.12
H  -5.13064  2.42686  3.07541  0.08
H  1.28652  6.13159  0.12756  0.11
H  -0.39291  -2.73420  -3.02185  0.07
H  7.89384  0.64132  -0.52348  0.08
H  -5.14329  4.04485  1.42396  0.11
H  1.01598  -1.66529  -2.97560  0.04
H  -1.98868  1.06389  1.50079  0.06
H  3.68513  1.31013  3.09120  0.08
H  2.83925  -4.24151  2.57178  0.11
H  -6.27012  1.38942  -0.34340  0.07
H  -0.65010  -5.53114  1.85740  0.06
H  2.12420  1.78901  -0.27072  0.08
H  2.14010  1.21120  2.23778  0.06
H  -0.06500  -2.82356  4.37111  0.08
H  0.74027  -2.72117  -4.36558  0.09
H  2.47829  -3.70896  -3.11640  0.11
H  1.09941  -1.91316  3.39431  0.05
H  -0.46865  5.37761  -4.05755  0.08
H  3.77592  -4.38101  -1.58286  0.12
H  -0.00714  -5.34983  -2.51208  0.07
H  0.87478  5.84337  2.31071  0.11
H  6.04269  -0.77002  -1.73243  0.12
H  -3.91279  5.90777  0.37044  0.10
H  3.08600  -0.29654  -2.89939  0.10
H  4.33191  -1.55392  -2.93244  0.09
H  0.72134  -5.17685  -4.12297  0.08
H  -5.68862  -1.13728  -2.17577  0.12
H  1.94897  3.30193  -1.12117  0.09
H  7.98723  -0.84036  0.42551  0.09
H  -0.65926  2.21168  3.96173  0.12
H  1.62258  -5.94385  -2.80064  0.08
H  2.73942  -0.17691  3.12320  0.08
H  0.73415  3.61781  -2.86412  0.13
H  -4.30666  0.44846  0.90348  0.12
H  -5.13913  0.66394  3.19945  0.08
H  2.74146  -1.88029  -2.23364  0.02
H  -6.72760  2.28782  1.11498  0.08
H  -3.77674  -4.85390  -1.05630  0.12
H  -5.83021  -3.65116  -1.91308  0.11
H  -0.62796  -3.03970  2.01978  0.11
H  0.23920  4.49775  4.28033  0.11
H  -0.91241  0.43698  2.55412  0.10
H  4.47917  -4.60214  0.76383  0.10
H  -3.60504  1.54829  3.05991  0.06
H  -1.04835  2.18117  -2.30548  0.14
H  5.62421  0.74679  2.22665  0.12
H  -1.95020  5.45085  -0.99627  0.10
H  0.59268  -5.60892  3.11540  0.08

---

- Which formula does entry 4 have?
  C50H56N5O4Sc